1.
{"formula": "C21H28N2O4S", "method": "wB97M-V/def2-TZVPD", "molar_mass_da": 404.53, "spin_multiplicity": 1, "e_above_lowest_kcal_mol": 30.1, "e_lumo_ev": 0.5, "total_charge": 0, "smiles": "Cc1ccc(S(=O)(=O)c2c(C)nn(C(C)(C)C)c2OC(=O)C2CCCC2)cc1", "energy_ha": -1625.679789, "elements": ["C", "C", "C", "C", "C", "S", "O", "O", "C", "C", "C", "N", "N", "C", "C", "C", "C", "C", "O", "C", "O", "C", "C", "C", "C", "C", "C", "C", "H", "H", "H", "H", "H", "H", "H", "H", "H", "H", "H", "H", "H", "H", "H", "H", "H", "H", "H", "H", "H", "H", "H", "H", "H", "H", "H", "H"], "positions_angstrom": [[-4.933, -1.529, 0.970], [-3.526, -1.917, 0.630], [-2.579, -2.050, 1.644], [-1.283, -2.432, 1.351], [-0.932, -2.671, 0.036], [0.724, -3.245, -0.330], [0.763, -3.743, -1.678], [1.124, -4.141, 0.726], [1.803, -1.840, -0.221], [3.198, -1.932, -0.411], [3.949, -3.150, -0.789], [3.760, -0.761, -0.197], [2.792, 0.099, 0.125], [3.106, 1.494, 0.422], [2.490, 2.380, -0.664], [4.625, 1.648, 0.409], [2.563, 1.841, 1.810], [1.589, -0.524, 0.128], [0.422, 0.121, 0.458], [-0.461, 0.386, -0.546], [-0.239, 0.121, -1.691], [-1.695, 1.060, 0.010], [-2.777, 1.212, -1.073], [-3.020, 2.719, -1.230], [-1.722, 3.353, -0.741], [-1.373, 2.497, 0.471], [-1.849, -2.537, -0.986], [-3.147, -2.162, -0.685], [-5.417, -2.332, 1.526], [-5.514, -1.337, 0.072], [-4.947, -0.639, 1.598], [-2.868, -1.866, 2.669], [-0.543, -2.567, 2.124], [3.764, -3.932, -0.054], [3.593, -3.514, -1.751], [5.011, -2.930, -0.843], [2.881, 2.098, -1.639], [1.408, 2.284, -0.692], [2.737, 3.422, -0.477], [5.078, 0.991, 1.146], [4.888, 2.677, 0.638], [5.023, 1.384, -0.566], [3.042, 1.219, 2.563], [2.772, 2.884, 2.037], [1.490, 1.679, 1.866], [-2.024, 0.452, 0.855], [-2.400, 0.789, -2.005], [-3.687, 0.683, -0.803], [-3.845, 3.037, -0.591], [-3.258, 2.990, -2.256], [-0.950, 3.256, -1.506], [-1.834, 4.407, -0.490], [-2.025, 2.760, 1.306], [-0.342, 2.614, 0.798], [-1.533, -2.741, -1.997], [-3.874, -2.067, -1.478]], "atomic_forces_ev_per_a": [[0.015, -0.030, -0.006], [0.040, -0.033, -0.039], [0.073, -0.072, -0.072], [-0.015, -0.022, 0.205], [0.628, -0.123, -0.173], [0.253, 0.141, 0.210], [-0.201, 0.224, -0.137], [-0.148, 0.168, 0.116], [-0.639, -0.059, 0.158], [-0.336, 0.073, 0.048], [0.112, -0.007, -0.018], [0.667, -0.466, -0.202], [-0.932, -0.404, 0.066], [0.138, 0.639, 0.118], [0.073, -0.130, 0.115], [-0.154, -0.057, -0.026], [0.004, -0.063, -0.147], [-0.055, -0.133, -0.219], [0.658, -0.115, 0.410], [-0.438, 0.148, -0.535], [0.162, 0.058, 0.138], [0.007, -0.160, 0.023], [-0.077, -0.021, -0.068], [0.078, 0.021, -0.069], [-0.149, 0.051, 0.121], [0.143, 0.064, -0.061], [0.070, -0.060, -0.165], [0.022, -0.053, 0.119], [-0.088, -0.014, 0.034], [-0.077, 0.034, -0.030], [-0.053, 0.073, 0.032], [-0.012, 0.015, 0.110], [0.041, 0.001, 0.156], [0.083, -0.091, 0.008], [0.063, -0.069, -0.064], [0.066, -0.029, -0.013], [0.024, -0.017, -0.094], [-0.127, 0.031, -0.013], [0.020, 0.115, 0.031], [0.095, -0.023, 0.054], [-0.066, 0.141, 0.038], [0.099, 0.017, -0.052], [0.058, -0.052, 0.084], [0.031, 0.110, 0.018], [-0.062, 0.049, 0.043], [0.057, 0.014, -0.061], [-0.086, -0.038, 0.031], [-0.030, -0.072, -0.017], [-0.046, 0.056, -0.001], [-0.095, 0.030, -0.026], [0.080, 0.028, -0.056], [0.072, 0.061, -0.041], [0.014, -0.006, 0.041], [0.027, 0.015, 0.114], [-0.017, 0.014, -0.156], [-0.073, 0.028, -0.081]]}

=====

2.
{"formula": "C21H28O21", "method": "wB97M-V/def2-TZVPD", "molar_mass_da": 616.43, "spin_multiplicity": 2, "e_above_lowest_kcal_mol": 44.1, "e_lumo_ev": [-3.7, -9.9], "s_squared": 0.75, "total_charge": 1, "energy_ha": -2396.582049, "elements": ["C", "C", "O", "C", "O", "O", "H", "H", "H", "H", "C", "C", "O", "C", "O", "O", "H", "H", "H", "H", "C", "C", "O", "C", "O", "O", "H", "H", "H", "H", "C", "C", "O", "C", "O", "O", "H", "H", "H", "H", "C", "C", "O", "C", "O", "O", "H", "H", "H", "H", "C", "C", "O", "C", "O", "O", "H", "H", "H", "H", "C", "C", "O", "C", "O", "O", "H", "H", "H", "H"], "positions_angstrom": [[4.675, -1.752, -5.724], [5.109, -3.215, -5.523], [4.355, -3.669, -4.471], [3.283, -2.923, -4.323], [2.421, -3.194, -3.500], [3.292, -1.865, -5.311], [4.724, -1.299, -6.715], [5.219, -0.999, -5.153], [6.152, -3.345, -5.236], [4.863, -3.767, -6.430], [6.531, -0.642, -1.338], [5.773, 0.605, -1.607], [4.609, 0.438, -0.892], [4.424, -0.930, -0.744], [3.512, -1.490, -0.099], [5.512, -1.623, -1.265], [7.129, -0.787, -0.439], [7.077, -1.125, -2.149], [5.566, 0.810, -2.657], [6.461, 1.269, -1.084], [0.598, -0.657, -1.337], [0.123, -0.781, 0.112], [-1.152, -0.291, 0.292], [-1.647, 0.105, -0.943], [-2.771, 0.580, -1.122], [-0.582, -0.048, -1.844], [0.568, -1.525, -1.996], [1.475, -0.014, -1.253], [0.818, -0.274, 0.782], [0.151, -1.862, 0.254], [2.655, 2.581, 1.919], [2.213, 2.918, 0.601], [1.285, 3.955, 0.928], [0.877, 3.854, 2.140], [0.002, 4.521, 2.749], [1.583, 3.003, 2.743], [3.575, 3.027, 2.299], [2.814, 1.507, 2.016], [1.588, 2.196, 0.075], [2.919, 3.302, -0.136], [-3.562, 3.273, 1.925], [-2.737, 2.133, 2.589], [-3.376, 1.953, 3.799], [-4.585, 2.452, 3.722], [-5.464, 2.198, 4.556], [-4.726, 3.281, 2.718], [-3.765, 2.921, 0.913], [-3.128, 4.272, 1.876], [-1.720, 2.439, 2.832], [-2.816, 1.269, 1.929], [-6.554, 0.297, -0.845], [-7.548, -0.555, -0.043], [-8.422, -1.019, -0.997], [-8.392, -0.197, -2.028], [-9.205, -0.229, -2.922], [-7.410, 0.699, -1.911], [-5.609, -0.147, -1.161], [-6.522, 1.203, -0.240], [-8.167, -0.138, 0.751], [-7.040, -1.407, 0.407], [-1.223, -2.828, 4.329], [-0.889, -2.382, 2.909], [0.238, -1.611, 3.206], [0.175, -1.089, 4.417], [0.800, -0.101, 4.786], [-0.896, -1.639, 4.993], [-0.518, -3.610, 4.614], [-2.236, -3.207, 4.466], [-1.730, -1.723, 2.693], [-0.753, -3.100, 2.100]], "atomic_forces_ev_per_a": [[-0.409, -0.051, 0.024], [1.774, 1.126, -1.837], [-0.408, -0.444, 1.090], [-2.696, 0.350, 0.645], [1.618, 1.580, -2.198], [0.223, -1.239, 2.198], [-0.259, -0.835, -0.337], [-0.060, -0.271, 0.831], [0.015, 0.069, -0.378], [0.172, -0.233, 0.021], [0.895, -3.358, -1.699], [2.763, 0.835, 0.114], [-1.920, -1.877, 0.944], [-1.723, -2.825, 2.554], [2.830, 2.692, -2.772], [-3.308, 0.934, 1.384], [-0.034, 0.972, 0.216], [0.822, 1.190, -0.282], [0.250, 0.150, 0.108], [-0.730, 1.397, -0.562], [-2.051, 0.606, 0.886], [2.706, -2.566, 0.658], [-2.077, 0.869, -1.433], [0.402, 0.903, -0.270], [3.503, -1.577, 0.344], [-3.511, 2.444, -0.679], [1.477, -0.394, 0.753], [-0.024, -0.053, -1.299], [-0.173, -0.231, 0.153], [-0.131, 0.029, 0.994], [1.921, -2.255, 2.279], [-1.308, 1.215, -2.634], [-0.800, 2.251, -3.428], [-3.674, 3.790, 2.763], [1.623, -1.801, -2.518], [1.833, -3.274, 2.909], [-0.058, 0.447, -0.321], [-0.219, -0.063, 0.298], [0.296, -0.610, 0.198], [0.173, 0.041, 0.386], [2.156, -0.740, -1.290], [1.233, 1.601, -2.512], [-2.517, -1.050, 2.882], [3.389, 1.639, -2.926], [-1.276, -0.408, 1.172], [-2.613, -0.661, 1.833], [-0.556, 0.391, 0.041], [0.019, -0.114, 0.435], [0.136, -0.223, -0.185], [0.328, -0.339, 0.492], [-1.983, 1.512, 1.564], [1.516, -1.597, 1.250], [-0.769, -1.327, -0.341], [-2.573, 0.290, -2.763], [1.372, 0.165, 1.068], [0.868, -0.016, -0.737], [-0.217, 0.057, 0.017], [1.356, 0.148, -0.143], [0.448, 0.919, 0.010], [0.013, -0.151, 0.047], [0.596, -1.749, -1.357], [-1.680, -0.258, 1.048], [2.396, 0.225, -2.276], [-0.029, 3.294, 0.105], [-1.188, -2.778, -0.419], [-0.564, 0.413, 2.624], [-0.039, -0.151, 0.322], [0.021, 0.636, 0.294], [0.065, 0.324, -0.781], [0.367, 0.013, 0.422]]}

=====

3.
{"formula": "H80O40", "method": "wB97M-V/def2-TZVPD", "molar_mass_da": 720.60, "spin_multiplicity": 1, "e_above_lowest_kcal_mol": 231.8, "e_lumo_ev": -0.2, "total_charge": 0, "energy_ha": -3057.387950, "elements": ["H", "H", "O", "H", "H", "O", "H", "H", "O", "H", "H", "O", "H", "H", "O", "H", "O", "H", "O", "H", "H", "O", "H", "H", "O", "H", "H", "O", "H", "H", "O", "H", "O", "H", "H", "O", "H", "H", "O", "H", "H", "O", "H", "H", "O", "H", "H", "O", "H", "H", "O", "H", "O", "H", "H", "O", "H", "O", "H", "H", "O", "H", "H", "O", "H", "H", "O", "H", "H", "O", "H", "H", "O", "H", "H", "O", "H", "H", "O", "H", "H", "O", "H", "H", "O", "H", "H", "O", "H", "O", "H", "H", "O", "H", "H", "H", "H", "H", "H", "O", "H", "H", "O", "H", "H", "O", "H", "H", "O", "H", "H", "O", "H", "H", "O", "H", "H", "O", "H", "H"], "positions_angstrom": [[-1.436, -0.370, -3.867], [-1.384, -1.020, -2.364], [-1.183, -1.106, -3.276], [2.002, -4.093, 0.923], [1.339, -4.826, -0.158], [1.520, -4.943, 0.792], [1.130, 1.467, 1.856], [2.301, 0.869, 0.954], [1.895, 0.811, 1.845], [-4.085, 4.233, 0.568], [-3.759, 3.340, -0.842], [-3.576, 3.682, 0.018], [1.238, -1.321, -2.652], [0.912, -2.481, -3.730], [1.614, -1.915, -3.334], [1.312, 3.182, 4.201], [2.163, 3.351, 3.820], [-4.837, 3.057, 2.772], [-4.405, 3.832, 2.456], [1.812, -2.149, 0.223], [1.346, -0.944, 1.231], [1.070, -1.562, 0.584], [-3.481, 0.679, 5.126], [-2.381, -0.514, 4.927], [-3.220, -0.112, 4.684], [-5.590, 1.140, 0.089], [-4.256, 0.732, -0.482], [-5.048, 1.284, -0.711], [-0.694, 4.301, 2.475], [0.318, 5.421, 1.979], [0.136, 4.515, 2.105], [0.743, 1.294, -2.677], [0.286, 0.751, -3.269], [-0.855, 3.739, -3.267], [-2.279, 3.456, -3.511], [-1.720, 3.885, -2.858], [-1.612, -3.311, 0.944], [-1.935, -4.763, 1.377], [-1.544, -3.940, 1.656], [3.277, 0.560, -4.623], [2.396, 1.258, -3.496], [3.140, 1.298, -4.033], [5.319, -0.457, 1.788], [6.410, -1.163, 2.750], [5.498, -0.978, 2.559], [-2.923, -2.993, -3.604], [-3.084, -2.365, -2.174], [-3.387, -3.072, -2.777], [-2.127, 0.164, 2.869], [-0.529, -0.073, 3.060], [-1.249, 0.501, 2.744], [1.995, 2.870, 0.369], [1.073, 2.988, 0.104], [-2.221, -2.010, -0.882], [-2.404, -1.117, 0.330], [-2.574, -1.098, -0.617], [0.915, 1.217, -1.148], [1.663, 0.644, -1.138], [4.159, 5.386, -0.094], [3.208, 5.041, -1.278], [3.860, 4.645, -0.653], [-1.256, -2.641, 4.410], [-1.520, -2.693, 2.797], [-1.746, -2.294, 3.674], [-3.212, 1.852, -5.441], [-2.490, 1.267, -4.160], [-2.451, 1.269, -5.175], [-2.094, 0.922, 1.237], [-2.694, 1.992, 0.207], [-2.407, 1.073, 0.331], [-0.265, 4.761, -1.423], [1.015, 5.267, -0.426], [0.671, 5.161, -1.324], [4.077, -2.438, 0.864], [3.896, -4.073, 1.252], [3.945, -3.362, 0.621], [3.422, 0.448, -0.658], [3.755, -0.936, -0.522], [3.707, -0.196, 0.106], [3.008, -2.215, -2.028], [4.230, -1.822, -2.810], [3.940, -2.209, -1.983], [-4.057, 0.693, -2.993], [-3.310, 0.735, -1.632], [-3.183, 0.689, -2.551], [-4.717, -1.107, 1.819], [-4.316, 0.132, 2.571], [-4.961, -0.185, 1.900], [-1.075, -2.753, -3.322], [-0.566, -3.624, -3.111], [-1.160, 1.841, 3.631], [-0.984, 2.641, 5.052], [-1.242, 2.703, 4.081], [0.545, 3.620, 0.614], [2.480, 4.086, 4.458], [1.411, -0.116, -0.635], [-4.151, 4.346, 3.228], [0.817, 0.327, -3.930], [-1.244, -4.338, -3.216], [3.104, -0.722, 4.539], [3.145, -0.675, 3.579], [4.067, -0.583, 4.527], [0.578, -0.084, 4.592], [0.953, -0.943, 4.696], [1.174, 0.467, 4.093], [-1.233, -5.205, -0.787], [-0.562, -4.922, -0.143], [-0.815, -5.779, -1.425], [1.219, -2.256, 3.145], [1.053, -2.660, 2.288], [2.170, -2.416, 3.323], [1.916, -5.171, -1.944], [2.345, -5.424, -1.093], [1.736, -4.225, -2.103], [-0.861, -2.877, -5.898], [-0.731, -3.097, -4.980], [-0.068, -3.014, -6.370], [2.857, 3.115, -2.363], [2.169, 3.207, -1.789], [3.694, 3.544, -2.061]], "atomic_forces_ev_per_a": [[-0.049, -0.462, 1.204], [-0.581, 1.540, 0.968], [-0.044, -1.978, -2.298], [-0.264, -0.884, 0.290], [-0.442, -0.363, 0.285], [0.326, 1.288, -0.211], [1.504, -1.061, -0.348], [-0.334, -0.015, 0.762], [-1.348, 0.853, 0.041], [-1.697, 0.554, 0.162], [-1.435, 0.590, -0.604], [3.414, -1.214, -0.018], [-0.461, -0.402, -0.928], [0.389, 0.718, 0.869], [0.105, -0.115, 0.127], [-1.145, -0.351, -0.020], [1.700, 2.091, 1.759], [-0.492, -0.879, 0.354], [0.404, 1.180, -0.048], [-1.180, 1.686, 1.210], [1.259, 1.299, 1.466], [-0.149, -2.992, -3.164], [0.547, 0.634, 0.872], [0.108, 0.439, 0.331], [-0.905, -0.956, -1.413], [0.320, 0.133, -0.495], [-1.247, 0.609, 0.507], [0.170, -0.904, 0.644], [-1.578, 0.115, 0.855], [-0.413, 1.548, 0.207], [1.615, -1.421, -0.975], [1.415, 0.974, 0.130], [-2.325, 0.156, -1.147], [0.080, 0.085, 0.156], [-0.358, -0.064, 0.083], [0.489, -0.066, -0.269], [-0.140, -0.131, -0.755], [-0.381, -0.347, -0.357], [0.557, 0.372, 0.416], [-0.633, -0.470, 0.109], [-1.612, -0.449, 1.192], [3.018, 0.470, -1.895], [0.488, 0.579, -0.861], [0.562, 0.282, -0.540], [-1.314, -0.778, 1.268], [0.048, 0.554, -0.381], [-0.630, -0.403, -1.248], [-0.479, -0.132, 1.110], [-0.242, -1.000, 1.054], [-0.536, -0.547, 0.583], [0.708, 0.943, -1.426], [-0.469, 0.771, 0.494], [-0.109, -1.252, -0.920], [-0.621, 1.494, 0.680], [0.000, 0.547, 0.119], [1.025, -3.349, -0.716], [-0.912, 0.792, 0.939], [1.427, 0.173, -0.557], [-0.053, -0.478, -0.383], [0.458, -0.226, 0.654], [-0.322, 1.477, 0.339], [0.653, -0.625, -0.273], [0.087, -0.364, 1.872], [-0.860, 1.086, -0.796], [1.113, -0.963, 0.308], [0.026, 0.085, -1.723], [-1.087, 1.019, 1.494], [0.283, 0.704, -0.485], [0.108, 0.266, 0.823], [-0.078, 0.363, -0.245], [2.252, 1.009, 1.094], [-1.015, -0.510, -0.306], [-1.441, 0.125, -1.189], [0.386, -0.592, 1.136], [0.472, 0.498, 1.067], [-0.831, 0.128, -1.833], [0.685, -0.776, 2.157], [0.617, -0.686, 0.069], [-0.083, 1.212, -2.335], [-1.691, -0.234, -0.800], [-0.096, 0.133, -0.245], [2.001, 0.154, 0.973], [0.536, -0.101, 0.899], [0.114, 0.087, 1.385], [-0.243, 0.205, -3.174], [-0.157, -0.449, -0.103], [-0.724, -0.236, -0.368], [0.734, 0.584, 0.705], [1.047, -1.147, 0.817], [-1.584, 0.416, -1.025], [0.019, -0.390, 0.312], [-0.521, -0.312, -2.161], [0.470, 1.219, 2.152], [0.730, -0.096, 0.730], [-0.454, -1.784, -1.702], [-0.693, -1.053, 0.739], [-0.036, -0.137, 0.079], [0.755, -0.023, -0.263], [0.880, 0.875, 0.407], [1.807, -0.030, -0.733], [-1.319, 0.162, -0.792], [0.154, -0.087, 1.350], [-1.991, 1.211, 0.494], [0.756, -0.617, -0.189], [0.908, -0.082, -0.024], [-0.387, 0.347, 0.773], [-0.083, -0.410, -0.430], [0.482, -0.167, -0.091], [1.147, -0.611, 0.377], [-0.288, -0.091, -0.036], [-0.818, 0.064, 0.045], [-0.272, -0.626, 0.181], [0.150, 0.916, -1.345], [0.514, -0.506, 0.490], [-1.810, 0.607, -0.059], [0.546, -0.422, 0.239], [1.384, -0.330, -0.564], [3.568, -0.360, -3.049], [-2.605, 1.059, 3.029], [-1.451, -0.977, -0.124]]}

=====

Number 1 is which compound? C21H28N2O4S